A molecular structure, C39H39CoF5N3OSi, computed with the ωB97M-V functional and the def2-TZVPD basis.

XYZ file:
```
89
C39H39CoF5N3OSi the ωB97M-V functional and the def2-TZVPD basis
Co 0.122 0.390 0.019
C 0.151 0.622 2.047
Si -0.227 -1.052 2.671
C -1.504 -1.770 1.470
N -1.103 -1.529 0.073
C -0.225 -2.604 -0.461
C -0.833 -3.347 -1.645
C -2.260 -3.779 -1.320
C -3.129 -2.551 -0.984
C -2.267 -1.302 -0.798
C -1.068 -1.179 4.375
C -0.645 -2.009 5.414
C -1.317 -2.051 6.629
C -2.437 -1.259 6.832
C -2.877 -0.423 5.815
C -2.197 -0.385 4.607
C 1.278 -2.195 2.806
C 1.143 -3.585 2.795
C 2.234 -4.426 2.968
C 3.496 -3.889 3.175
C 3.653 -2.510 3.206
C 2.557 -1.680 3.018
H 1.104 1.016 2.419
H -0.630 1.321 2.360
H -2.402 -1.171 1.659
H -1.793 -2.816 1.653
H -0.040 -3.327 0.340
H 0.738 -2.179 -0.749
H -0.207 -4.213 -1.875
H -0.823 -2.702 -2.527
H -2.226 -4.458 -0.460
H -2.688 -4.349 -2.147
H -3.715 -2.743 -0.081
H -3.848 -2.353 -1.784
H -2.841 -0.479 -0.374
H -1.892 -0.939 -1.754
H 0.231 -2.633 5.275
H -0.965 -2.702 7.419
H -2.964 -1.291 7.778
H -3.748 0.203 5.965
H -2.544 0.285 3.827
H 0.162 -4.024 2.649
H 2.100 -5.501 2.947
H 4.351 -4.539 3.317
H 4.634 -2.086 3.387
H 2.689 -0.604 3.045
N 2.160 -0.051 0.059
C 3.277 -0.307 -0.044
N 4.560 -0.604 -0.161
C 5.475 -0.276 0.927
C 6.577 -1.323 0.986
C 7.268 -1.456 -0.369
C 6.250 -1.762 -1.466
C 5.150 -0.712 -1.495
H 4.906 -0.236 1.853
H 5.912 0.717 0.754
H 6.136 -2.282 1.268
H 7.294 -1.045 1.762
H 8.031 -2.237 -0.329
H 7.784 -0.519 -0.606
H 5.801 -2.742 -1.287
H 6.735 -1.794 -2.444
H 4.361 -0.967 -2.199
H 5.561 0.260 -1.795
C -1.333 1.607 -0.153
C -2.239 2.409 -0.307
C -3.327 3.309 -0.531
C -3.399 4.545 0.121
C -4.458 5.409 -0.104
C -5.474 5.063 -0.985
C -5.415 3.840 -1.641
C -4.356 2.975 -1.419
H -2.607 4.815 0.808
H -4.492 6.361 0.412
H -6.301 5.740 -1.161
H -6.197 3.559 -2.335
H -4.302 2.027 -1.938
F 0.833 3.388 -6.320
C 0.685 2.570 -5.257
C -0.559 2.066 -4.914
F -1.629 2.396 -5.657
C -0.703 1.231 -3.826
F -1.932 0.755 -3.559
C 0.373 0.831 -3.000
O 0.208 0.026 -2.015
C 1.615 1.368 -3.399
F 2.731 1.046 -2.703
C 1.771 2.207 -4.485
F 2.996 2.673 -4.800
```

Output
Energy relative to the best compared isomer or geometry (same formula, charge and spin) ... 1.28 kJ/mol
Multiplicity ... 2
Charge ... -1

A molecular structure, C39H40BrGeN6O6S3V at a distorted geometry, computed with the ωB97M-V functional and the def2-TZVPD basis.

XYZ file:
```
97
C39H40BrGeN6O6S3V the ωB97M-V functional and the def2-TZVPD basis
V 0.730 0.121 1.450
S 1.765 -1.583 0.152
C 2.758 -2.533 1.301
C 3.270 -3.763 0.902
C 4.089 -4.481 1.754
C 4.379 -3.975 3.017
C 3.843 -2.770 3.427
C 3.019 -2.019 2.577
S 2.388 -0.492 3.114
H 3.027 -4.154 -0.078
H 4.504 -5.426 1.427
H 5.019 -4.533 3.689
H 4.051 -2.374 4.413
Br -2.537 1.211 2.743
C -0.862 1.694 3.486
C -0.828 2.231 4.757
C 0.370 2.765 5.209
C 1.445 2.834 4.341
C 1.330 2.252 3.098
N 0.209 1.615 2.691
C 2.407 2.286 2.026
O 3.289 3.121 2.074
O 2.194 1.425 1.095
H -1.720 2.239 5.364
H 0.438 3.158 6.213
H 2.384 3.297 4.610
C -5.663 1.495 -1.405
C -5.331 0.086 -0.995
C -6.169 -0.623 -0.136
C -5.857 -1.914 0.254
C -4.695 -2.496 -0.229
C -3.844 -1.815 -1.084
C -4.169 -0.524 -1.464
S -4.273 -4.126 0.308
O -3.094 -4.550 -0.400
O -5.418 -4.987 0.279
N -3.973 -3.811 1.928
C -3.036 -2.731 2.269
C -1.548 -2.949 1.932
C -0.886 -1.602 1.828
O -0.247 -1.129 2.805
O -0.963 -0.916 0.774
H -6.684 1.755 -1.131
H -5.548 1.622 -2.482
H -4.988 2.200 -0.913
H -7.076 -0.157 0.230
H -6.496 -2.478 0.922
H -2.936 -2.298 -1.422
H -3.506 0.015 -2.131
H -3.792 -4.691 2.403
H -3.141 -2.533 3.336
H -3.395 -1.844 1.744
H -1.468 -3.441 0.969
H -1.053 -3.543 2.699
Ge 3.580 -0.438 -0.632
C 4.397 -1.878 -1.711
C 5.689 -2.334 -1.475
C 6.190 -3.427 -2.167
C 5.406 -4.073 -3.110
C 4.114 -3.625 -3.358
C 3.615 -2.538 -2.659
C 3.102 1.133 -1.704
C 2.397 1.010 -2.898
C 2.076 2.136 -3.644
C 2.466 3.392 -3.202
C 3.180 3.521 -2.017
C 3.495 2.396 -1.269
H 4.478 -0.098 0.555
H 6.300 -1.840 -0.726
H 7.192 -3.786 -1.963
H 5.793 -4.929 -3.648
H 3.495 -4.135 -4.086
H 2.590 -2.223 -2.824
H 2.085 0.033 -3.248
H 1.523 2.033 -4.569
H 2.217 4.274 -3.779
H 3.491 4.501 -1.677
H 4.023 2.499 -0.328
C -2.983 3.929 -0.488
C -2.498 4.333 -1.879
C -3.290 3.612 -2.969
C -0.983 4.090 -2.045
N -0.565 2.798 -1.542
C -0.005 2.509 -0.366
N 0.133 1.205 -0.304
N -0.360 0.705 -1.449
N -0.779 1.648 -2.200
H -4.014 4.254 -0.344
H -2.379 4.388 0.299
H -2.956 2.844 -0.360
H -2.639 5.411 -1.998
H -3.103 2.538 -2.933
H -3.012 3.976 -3.959
H -4.359 3.781 -2.832
H -0.415 4.841 -1.498
H -0.713 4.143 -3.099
H 0.318 3.229 0.364
```

Output
Energy relative to the best compared isomer or geometry (same formula, charge and spin) ... 81.30 kJ/mol
Multiplicity ... 3

A molecular structure, C39H40BrN4O2PdSe, computed with the ωB97M-V functional and the def2-TZVPD basis.

XYZ file:
```
88
C39H40BrN4O2PdSe the ωB97M-V functional and the def2-TZVPD basis
Pd -0.167 0.076 -1.851
Br -1.333 -5.937 -6.212
C -1.212 -4.723 -4.842
C -2.134 -4.763 -3.768
C -2.037 -3.860 -2.757
C -1.027 -2.829 -2.761
O -1.005 -1.985 -1.832
C -0.065 -2.829 -3.851
C 1.086 -1.943 -3.881
N 1.338 -1.007 -3.038
C 2.560 -0.291 -3.148
C 3.757 -0.851 -3.508
C 4.908 -0.043 -3.640
C 4.844 1.303 -3.418
C 3.624 1.906 -3.017
C 3.486 3.292 -2.784
C 2.274 3.799 -2.401
C 1.202 2.915 -2.219
N 1.291 1.615 -2.429
C 2.484 1.096 -2.853
C -0.178 -3.762 -4.856
H -2.907 -5.519 -3.768
H -2.727 -3.866 -1.925
H 1.796 -2.126 -4.689
H 3.833 -1.917 -3.682
H 5.842 -0.504 -3.929
H 5.720 1.925 -3.541
H 4.341 3.942 -2.920
H 2.126 4.856 -2.234
H 0.234 3.295 -1.907
H 0.536 -3.782 -5.670
C -0.716 1.115 4.702
C -2.024 0.381 4.423
C -2.306 0.113 2.944
C -1.563 -1.070 2.337
N -0.095 -0.954 2.391
C 0.663 -0.093 1.710
Se -0.038 1.210 0.517
N 1.959 -0.272 1.972
C 3.103 0.499 1.462
C 3.649 1.471 2.503
C 2.715 2.638 2.819
C 2.543 3.605 1.655
C 2.056 -1.299 2.912
C 3.166 -1.876 3.525
C 2.906 -2.896 4.413
C 1.595 -3.330 4.685
C 0.498 -2.766 4.073
C 0.759 -1.735 3.172
H -0.695 1.485 5.726
H -0.612 1.985 4.046
H 0.166 0.483 4.581
H -2.847 0.979 4.815
H -2.055 -0.563 4.975
H -2.117 1.027 2.367
H -3.366 -0.103 2.794
H -1.838 -1.237 1.292
H -1.798 -1.980 2.885
H 2.770 1.016 0.556
H 3.851 -0.234 1.157
H 4.599 1.853 2.125
H 3.883 0.913 3.412
H 3.123 3.183 3.671
H 1.745 2.259 3.157
H 3.511 3.883 1.233
H 2.047 4.521 1.973
H 1.944 3.190 0.836
H 4.175 -1.545 3.326
H 3.730 -3.376 4.921
H 1.448 -4.129 5.397
H -0.503 -3.107 4.294
C -2.937 1.894 -2.763
C -3.167 0.989 -1.598
O -2.222 0.323 -1.121
C -4.491 0.858 -1.004
C -5.490 1.805 -1.268
C -6.737 1.673 -0.684
C -7.002 0.584 0.138
C -6.022 -0.372 0.390
C -4.768 -0.234 -0.169
H -1.958 1.714 -3.212
H -2.982 2.935 -2.430
H -3.715 1.767 -3.515
H -5.295 2.650 -1.912
H -7.505 2.409 -0.873
H -7.984 0.474 0.578
H -6.250 -1.224 1.016
H -4.000 -0.975 0.007
```

Output
Multiplicity ... 5
Charge ... +3

Number 1: total energy -3920.6160 Ha. Number 2: total energy -9079.7666 Ha. Number 3: total energy -6982.0495 Ha.